(1)
This record from OMol25 describes one molecule with the formula C4H7NO. The level of theory is ωB97M-V/def2-TZVPD.

Structure (XYZ):
```
13
C4H7NO, DFT ωB97M-V/def2-TZVPD
N -1.396 0.826 -1.352
C -0.424 -0.102 -1.056
O -0.416 -1.228 -1.523
C 0.493 0.311 0.053
C 1.307 -0.710 0.785
C 0.044 -0.222 1.401
H -1.162 1.809 -1.373
H -2.095 0.514 -2.007
H 0.843 1.341 0.070
H 1.251 -1.718 0.389
H 2.279 -0.411 1.164
H -0.034 0.506 2.202
H -0.789 -0.917 1.354
```

Values from the calculation:
maximum force	0.0123	hartree/bohr
multiplicity	1
HOMO energy	-9.76	eV
electronic energy	-286.59780	Eh
gap between HOMO and LUMO	10.75	eV
ΔE to the lowest compared entry with this formula, charge and spin	0.9211	eV

Charges obtained by Mulliken population analysis, quoted in units of e: -0.4239, 0.3759, -0.5946, -0.0674, -0.4997, -0.6007, 0.2219, 0.2403, 0.3790, 0.2184, 0.2575, 0.2600, 0.2334

(2)
This record from OMol25 describes a 2-piece molecular cluster, C4H7NO overall at a distorted geometry. The level of theory is ωB97M-V/def2-TZVPD.

Structure (XYZ):
```
13
C4H7NO, DFT ωB97M-V/def2-TZVPD
C 0.421 -0.421 1.752
N 0.114 0.230 0.504
C 0.551 -0.279 -0.563
C 0.381 0.378 -1.889
C -2.429 0.810 0.044
O -2.868 0.544 1.059
H 1.003 0.267 2.372
H -0.518 -0.625 2.276
H 0.981 -1.361 1.635
H 1.208 -1.166 -0.572
H 1.394 0.698 -2.113
H -0.287 1.245 -1.836
H 0.048 -0.320 -2.670
```

Values from the calculation:
maximum force	0.0249	hartree/bohr
multiplicity	1
HOMO energy	-9.64	eV
electronic energy	-286.57328	Eh
gap between HOMO and LUMO	10.79	eV
ΔE to the lowest compared entry with this formula, charge and spin	1.5884	eV

Charges obtained by Mulliken population analysis, quoted in units of e: -0.7321, -0.3412, 0.1592, -1.0556, 0.1401, -0.1797, 0.2735, 0.2231, 0.3166, 0.3064, 0.3219, 0.2650, 0.3028

(3)
This record from OMol25 describes one molecule with the formula C4H7NO at a distorted geometry. The level of theory is ωB97M-V/def2-TZVPD.

Structure (XYZ):
```
13
C4H7NO, DFT ωB97M-V/def2-TZVPD
C 1.398 0.069 0.866
C 0.601 0.499 -0.328
N 0.236 -0.508 -1.282
C -0.856 0.354 -0.393
C -1.721 -0.665 0.328
O -2.427 -1.309 -0.430
H 1.098 -0.927 1.208
H 1.264 0.795 1.675
H 2.458 0.019 0.610
H 0.898 1.455 -0.753
H 0.215 -0.169 -2.246
H -1.446 1.256 -0.706
H -1.716 -0.871 1.450
```

Values from the calculation:
maximum force	0.0512	hartree/bohr
multiplicity	1
HOMO energy	-9.77	eV
electronic energy	-286.52398	Eh
gap between HOMO and LUMO	10.58	eV
ΔE to the lowest compared entry with this formula, charge and spin	2.9298	eV

Charges obtained by Mulliken population analysis, quoted in units of e: -1.2721, 0.4751, -0.6191, -0.3298, -0.0660, -0.4192, 0.3515, 0.2897, 0.3168, 0.3827, 0.2280, 0.3588, 0.3037

(4)
This record from OMol25 describes a 2-piece molecular cluster, C4H7NO overall at a distorted geometry. The level of theory is ωB97M-V/def2-TZVPD.

Structure (XYZ):
```
13
C4H7NO, DFT ωB97M-V/def2-TZVPD
C 1.202 -0.960 0.872
C -0.234 -0.620 0.472
C -0.669 0.794 0.753
O -1.453 1.459 0.108
C -0.662 1.188 -2.510
N 0.012 0.358 -2.944
H 1.937 -0.617 0.137
H 1.317 -2.045 0.962
H 1.464 -0.527 1.845
H -0.464 -0.923 -0.553
H -0.259 1.212 1.696
H -0.906 -1.191 1.137
H -1.287 1.872 -1.973
```

Values from the calculation:
maximum force	0.0218	hartree/bohr
multiplicity	1
HOMO energy	-10.23	eV
electronic energy	-286.56714	Eh
gap between HOMO and LUMO	11.02	eV
ΔE to the lowest compared entry with this formula, charge and spin	1.7554	eV

Charges obtained by Mulliken population analysis, quoted in units of e: -1.1168, -0.1396, -0.0320, -0.5253, 0.0973, -0.4147, 0.3043, 0.3029, 0.3337, 0.2749, 0.3151, 0.2667, 0.3333

(5)
This record from OMol25 describes one molecule with the formula C4H7NO at a distorted geometry. The level of theory is ωB97M-V/def2-TZVPD.

Structure (XYZ):
```
13
C4H7NO, DFT ωB97M-V/def2-TZVPD
O 1.298 0.650 0.888
C 1.229 0.146 -0.433
C -0.010 -0.765 -0.628
C -1.052 -0.570 0.483
C -1.505 0.822 0.511
N -1.818 1.936 0.495
H 1.053 1.583 0.870
H 2.116 -0.462 -0.618
H 1.292 0.977 -1.158
H 0.255 -1.832 -0.650
H -0.442 -0.524 -1.599
H -0.607 -0.791 1.459
H -1.918 -1.225 0.337
```

Values from the calculation:
maximum force	0.0211	hartree/bohr
multiplicity	1
HOMO energy	-10.64	eV
electronic energy	-286.58766	Eh
gap between HOMO and LUMO	11.47	eV
ΔE to the lowest compared entry with this formula, charge and spin	1.1971	eV

Charges obtained by Mulliken population analysis, quoted in units of e: -0.5671, -0.3903, -0.5265, -0.3766, 0.2354, -0.4537, 0.3290, 0.2811, 0.2762, 0.3094, 0.2916, 0.2511, 0.3403

(6)
This record from OMol25 describes one molecule with the formula C4H7NO at a distorted geometry. The level of theory is ωB97M-V/def2-TZVPD.

Structure (XYZ):
```
13
C4H7NO, DFT ωB97M-V/def2-TZVPD
O -1.912 -0.890 0.668
C -1.039 -0.055 -0.054
C -0.187 1.262 0.292
N 0.807 0.815 -0.722
C 1.498 -0.259 -0.058
C 0.197 -0.666 -0.610
H -1.421 -1.654 0.997
H -1.652 0.351 -0.860
H 0.240 1.353 1.301
H -0.653 2.215 0.012
H 1.704 -0.189 1.005
H 2.328 -0.606 -0.670
H 0.147 -1.545 -1.265
```

Values from the calculation:
maximum force	0.0208	hartree/bohr
multiplicity	1
HOMO energy	-9.59	eV
electronic energy	-286.50029	Eh
gap between HOMO and LUMO	10.39	eV
ΔE to the lowest compared entry with this formula, charge and spin	3.5743	eV

Charges obtained by Mulliken population analysis, quoted in units of e: -0.5566, 0.3973, -0.5498, -0.4635, -0.2154, -0.5154, 0.3386, 0.2190, 0.2559, 0.2689, 0.2127, 0.2390, 0.3693

(7)
This record from OMol25 describes C4H7NO as an isolated structure at a distorted geometry. The level of theory is ωB97M-V/def2-TZVPD.

Structure (XYZ):
```
13
C4H7NO, DFT ωB97M-V/def2-TZVPD
C -0.167 -0.073 1.274
C 1.190 -0.361 1.153
C -0.602 0.577 -0.459
C -1.605 -0.103 -1.113
O 0.860 0.398 -0.954
N 2.355 -0.637 1.206
H 0.848 0.133 -1.888
H 3.016 -0.440 0.462
H -0.751 -0.984 1.385
H -0.403 0.582 2.109
H -0.716 1.659 -0.463
H -2.350 0.427 -1.683
H -1.674 -1.179 -1.029
```

Values from the calculation:
maximum force	0.0389	hartree/bohr
multiplicity	1
HOMO energy (spin up / spin down)	-6.72 / -6.72	eV
electronic energy	-286.41888	Eh
gap between HOMO and LUMO (spin up / spin down)	6.80 / 6.80	eV
ΔE to the lowest compared entry with this formula, charge and spin	5.7898	eV

Charges obtained by Mulliken population analysis, quoted in units of e: -0.9671, 0.7041, 0.1313, -0.8624, -0.6014, -0.4370, 0.3472, 0.3268, 0.2808, 0.3394, 0.2214, 0.2742, 0.2428

(8)
This record from OMol25 describes one molecule with the formula C4H7NO. The level of theory is ωB97M-V/def2-TZVPD.

Structure (XYZ):
```
13
C4H7NO, DFT ωB97M-V/def2-TZVPD
C -0.241 1.004 -1.436
N 0.760 1.370 -0.435
C 0.549 -0.036 -0.739
C -0.185 -0.913 0.232
C 0.004 -0.863 1.684
O -1.117 -0.239 1.065
H -1.288 1.089 -1.152
H -0.010 1.282 -2.461
H 0.280 1.599 0.434
H 1.374 -0.518 -1.263
H -0.550 -1.851 -0.191
H -0.243 -1.739 2.284
H 0.737 -0.185 2.121
```

Values from the calculation:
maximum force	0.0058	hartree/bohr
multiplicity	1
HOMO energy	-9.58	eV
electronic energy	-286.52332	Eh
gap between HOMO and LUMO	10.73	eV
ΔE to the lowest compared entry with this formula, charge and spin	2.9476	eV

Charges obtained by Mulliken population analysis, quoted in units of e: -0.4807, -0.6278, -0.0285, -0.0668, -0.3635, -0.4336, 0.2225, 0.2648, 0.3064, 0.3659, 0.3602, 0.2660, 0.2152

(9)
This record from OMol25 describes C4H7NO as an isolated structure. The level of theory is ωB97M-V/def2-TZVPD.

Structure (XYZ):
```
13
C4H7NO, DFT ωB97M-V/def2-TZVPD
C 1.221 -0.522 0.702
C 0.690 0.905 -0.356
O 0.944 2.009 -0.044
C -0.547 0.150 -1.007
C -0.753 -0.511 0.314
N -1.739 0.689 -1.333
H 1.676 -1.230 0.005
H 0.839 -1.104 1.561
H 1.999 0.099 1.163
H -0.149 -0.554 -1.748
H -1.134 0.134 1.105
H -1.113 -1.540 0.353
H -1.995 1.364 -0.608
```

Values from the calculation:
maximum force	0.0189	hartree/bohr
multiplicity	1
HOMO energy (spin up / spin down)	-8.39 / -8.41	eV
electronic energy	-286.39871	Eh
gap between HOMO and LUMO (spin up / spin down)	8.07 / 8.09	eV
ΔE to the lowest compared entry with this formula, charge and spin	6.3386	eV

Charges obtained by Mulliken population analysis, quoted in units of e: -1.0681, 0.4325, -0.4280, 0.1241, -0.7267, -0.7574, 0.3229, 0.3866, 0.3534, 0.3805, 0.3734, 0.3742, 0.2327

(10)
This record from OMol25 describes one molecule with the formula C4H7NO at a distorted geometry. The level of theory is ωB97M-V/def2-TZVPD.

Structure (XYZ):
```
13
C4H7NO, DFT ωB97M-V/def2-TZVPD
C 0.541 1.183 -0.841
C -0.373 0.273 -0.069
C -0.164 -1.225 -0.276
O -1.719 0.631 -0.012
C 0.192 -0.558 0.990
N 0.647 -0.820 2.135
H 0.210 1.195 -1.882
H 0.516 2.198 -0.433
H 1.576 0.827 -0.797
H -1.064 -1.834 -0.250
H 0.807 -1.818 1.989
H 0.607 -1.543 -0.975
H -1.777 1.491 0.420
```

Values from the calculation:
maximum force	0.0227	hartree/bohr
multiplicity	1
HOMO energy	-9.41	eV
electronic energy	-286.52964	Eh
gap between HOMO and LUMO	10.24	eV
ΔE to the lowest compared entry with this formula, charge and spin	2.7758	eV

Charges obtained by Mulliken population analysis, quoted in units of e: -1.2603, 0.8495, -0.7851, -0.5468, 0.2517, -0.6937, 0.3072, 0.3883, 0.3213, 0.2811, 0.2843, 0.2603, 0.3423